[1]
Molecular formula: C32H41ClNO5PTl
Method: DFT, ωB97M-V/def2-TZVPD

Each line ends with the Löwdin charge.
Atoms and positions in Å:
Tl (0.396, 0.239, 0.569)  0.9880
C (-2.691, -1.644, 0.812)  -0.1483
C (-1.872, -2.928, 0.827)  -0.1764
O (-0.547, -2.660, 0.418)  -0.2002
C (0.309, -3.765, 0.617)  -0.1819
C (1.760, -3.314, 0.549)  -0.1603
O (2.066, -2.173, 1.330)  -0.2250
C (2.203, -2.328, 2.729)  -0.1614
C (0.895, -2.337, 3.517)  -0.1800
O (0.057, -1.303, 3.052)  -0.2147
C (-1.239, -1.336, 3.612)  -0.1758
C (-2.154, -0.397, 2.830)  -0.1547
O (-2.073, -0.522, 1.418)  -0.2802
H (-3.662, -1.843, 1.278)  0.1429
H (-2.858, -1.348, -0.221)  0.1123
H (-2.350, -3.647, 0.150)  0.1368
H (-1.862, -3.378, 1.827)  0.1153
H (0.148, -4.524, -0.158)  0.1394
H (0.097, -4.236, 1.583)  0.1180
H (1.997, -3.025, -0.476)  0.1342
H (2.400, -4.157, 0.836)  0.1362
H (2.794, -1.468, 3.047)  0.1288
H (2.760, -3.241, 2.966)  0.1372
H (1.138, -2.191, 4.577)  0.1387
H (0.389, -3.306, 3.430)  0.1189
H (-1.219, -1.005, 4.658)  0.1402
H (-1.625, -2.361, 3.596)  0.1194
H (-1.860, 0.634, 3.031)  0.1267
H (-3.183, -0.562, 3.165)  0.1388
Cl (-2.419, 2.092, -0.781)  0.6935
C (-1.828, 2.623, -2.333)  -0.6549
C (-2.033, 3.936, -2.716)  -0.0997
C (-1.595, 4.353, -3.963)  -0.0684
C (-0.983, 3.455, -4.823)  -0.0657
C (-0.789, 2.139, -4.432)  -0.0639
C (-1.199, 1.697, -3.177)  -0.3805
P (-0.843, 0.008, -2.535)  1.0108
C (-2.371, -0.909, -2.945)  -0.3909
C (-3.596, -0.283, -3.156)  -0.0851
C (-4.746, -1.042, -3.327)  -0.0680
C (-4.683, -2.426, -3.297)  -0.0780
C (-3.463, -3.058, -3.092)  -0.0804
C (-2.316, -2.305, -2.904)  -0.1307
C (0.344, -0.585, -3.795)  -0.3961
C (1.680, -0.248, -3.572)  -0.1110
C (2.660, -0.608, -4.483)  -0.0761
C (2.314, -1.325, -5.621)  -0.0759
C (0.990, -1.673, -5.844)  -0.0686
C (0.006, -1.307, -4.936)  -0.0879
H (-2.531, 4.626, -2.048)  0.1090
H (-1.737, 5.381, -4.268)  0.1114
H (-0.653, 3.776, -5.802)  0.1103
H (-0.309, 1.446, -5.111)  0.1057
H (-3.649, 0.797, -3.199)  0.0946
H (-5.693, -0.545, -3.497)  0.1090
H (-5.581, -3.012, -3.442)  0.1066
H (-3.410, -4.140, -3.084)  0.1073
H (-1.363, -2.796, -2.734)  0.1095
H (1.943, 0.311, -2.679)  0.0920
H (3.692, -0.334, -4.307)  0.1066
H (3.076, -1.612, -6.333)  0.1074
H (0.719, -2.225, -6.735)  0.1090
H (-1.026, -1.577, -5.119)  0.1060
O (0.342, 2.326, 2.331)  -0.1254
C (1.195, 2.961, 2.954)  -0.4894
C (1.188, 3.027, 4.461)  -0.0886
C (2.313, 2.149, 5.039)  -0.1766
C (3.678, 2.839, 5.091)  -0.2033
C (4.243, 3.282, 3.740)  -0.1795
C (3.333, 4.246, 2.976)  -0.1676
N (2.212, 3.578, 2.326)  0.0896
H (0.218, 2.660, 4.789)  0.1194
H (1.297, 4.057, 4.807)  0.1234
H (2.377, 1.227, 4.451)  0.1128
H (2.041, 1.860, 6.055)  0.1133
H (4.393, 2.157, 5.555)  0.1120
H (3.600, 3.714, 5.743)  0.1176
H (4.441, 2.412, 3.108)  0.1163
H (5.198, 3.782, 3.918)  0.1138
H (3.902, 4.750, 2.197)  0.1229
H (2.957, 5.016, 3.654)  0.1226
H (2.249, 3.454, 1.326)  0.1467

Cartesian forces (eV/Å) of the 3 atoms listed first:
Tl 0.02 -0.24 0.07
C 0.03 -0.16 -0.14
C -0.07 0.11 0.13

Results
Spin multiplicity ... 1
Kohn-Sham gap ... 8.40 eV
Charge ... +1
HOMO energy ... -10.3 eV
Energy ... -2648.7848 Eh

[2]
Molecular formula: C23H35B2N10O4Os
Method: DFT, ωB97M-V/def2-TZVPD

Each line ends with the Löwdin charge.
Atoms and positions in Å:
Os (-0.427, 0.160, -0.102)  1.7402
C (2.288, -1.517, -1.948)  -0.0022
C (2.550, -0.764, -0.690)  -0.2776
C (3.779, -0.549, -0.101)  0.0476
C (3.538, 0.309, 0.965)  0.0262
N (2.240, 0.583, 1.010)  0.0558
N (1.598, -0.078, 0.004)  -0.1065
B (1.547, 1.692, 1.873)  -0.6572
N (0.375, 0.997, 2.616)  0.0604
C (0.043, 0.940, 3.898)  0.0425
C (-1.089, 0.129, 4.035)  0.0564
C (-1.412, -0.298, 2.775)  -0.2440
C (-2.500, -1.222, 2.369)  0.0113
N (-0.505, 0.257, 1.885)  -0.0581
N (0.933, 2.697, 0.886)  0.0343
C (0.823, 4.029, 0.942)  -0.0046
C (0.096, 4.459, -0.149)  0.0352
C (-0.237, 3.307, -0.856)  -0.2891
C (-1.047, 3.226, -2.104)  -0.0018
N (0.276, 2.241, -0.215)  -0.0211
N (2.540, 2.306, 2.789)  -0.0199
C (3.525, 3.204, 2.484)  -0.0756
C (4.463, 3.147, 3.472)  0.0057
C (3.998, 2.149, 4.365)  -0.3284
C (4.641, 1.675, 5.625)  -0.0163
N (2.858, 1.638, 3.940)  0.1189
H (3.142, -2.152, -2.172)  0.1081
H (1.409, -2.158, -1.898)  0.0507
H (2.182, -0.828, -2.791)  0.0999
H (4.726, -0.952, -0.412)  0.1307
H (4.215, 0.747, 1.683)  0.1413
H (0.646, 1.444, 4.634)  0.1350
H (-1.600, -0.109, 4.952)  0.1343
H (-3.243, -1.269, 3.162)  0.1089
H (-3.006, -0.903, 1.460)  0.0761
H (-2.093, -2.224, 2.227)  0.0771
H (1.267, 4.586, 1.750)  0.1420
H (-0.155, 5.472, -0.411)  0.1294
H (-1.213, 4.227, -2.493)  0.1022
H (-0.542, 2.667, -2.893)  0.0763
H (-2.027, 2.785, -1.917)  0.0827
H (3.490, 3.808, 1.591)  0.1252
H (5.353, 3.746, 3.561)  0.1172
H (5.371, 2.400, 5.978)  0.0851
H (3.898, 1.526, 6.407)  0.0832
H (5.157, 0.728, 5.465)  0.0858
N (-0.640, -0.040, -2.239)  -0.0270
N (-2.017, 0.094, -2.543)  0.0716
C (-2.886, 0.058, -1.478)  -0.5860
O (-4.034, -0.209, -1.506)  0.2089
O (-2.246, 0.459, -0.297)  -0.1861
H (-0.116, 0.675, -2.740)  0.1126
H (-0.329, -0.965, -2.541)  0.1042
H (-2.337, -0.348, -3.394)  0.1816
C (-0.607, -5.008, 1.587)  0.0156
C (-0.048, -4.164, 0.463)  -0.4222
C (1.373, -4.586, 0.140)  0.0138
O (0.034, -2.757, 0.933)  0.1220
B (-0.284, -1.993, -0.121)  -0.7255
O (-0.723, -2.641, -1.233)  0.0565
C (-0.978, -4.048, -0.790)  -0.4142
C (-2.460, -4.106, -0.465)  0.0153
C (-0.631, -4.977, -1.930)  0.0155
H (0.081, -4.994, 2.431)  0.1066
H (-0.713, -6.043, 1.257)  0.1133
H (-1.580, -4.659, 1.926)  0.0871
H (1.989, -4.473, 1.032)  0.1095
H (1.810, -3.986, -0.659)  0.0805
H (1.405, -5.631, -0.166)  0.1096
H (-2.722, -3.411, 0.334)  0.0855
H (-2.752, -5.109, -0.156)  0.1107
H (-3.036, -3.841, -1.351)  0.1073
H (0.395, -4.847, -2.269)  0.0920
H (-1.306, -4.804, -2.767)  0.1039
H (-0.757, -6.012, -1.611)  0.1144

Cartesian forces (eV/Å) of the 3 atoms listed first:
Os -0.29 1.13 0.22
C 0.01 -0.02 -0.04
C -0.04 0.05 -0.08

Results
Spin multiplicity ... 2
Kohn-Sham gap (spin up / spin down) ... 5.29 / 5.16 eV
Charge ... +2
HOMO energy (spin up / spin down) ... -14.3 / -14.3 eV
Energy ... -1885.9992 Eh
⟨S²⟩ ... 0.7608

[3]
Molecular formula: C41H45Cl2N9OS5SeTi
Method: DFT, ωB97M-V/def2-TZVPD

Each line ends with the Löwdin charge.
Atoms and positions in Å:
Ti (0.624, 0.807, 1.256)  0.6990
Cl (-1.171, -2.410, 4.564)  0.6902
C (-0.972, -0.704, 4.782)  -0.6057
C (-1.264, -0.100, 6.009)  -0.1212
C (-1.124, 1.253, 6.177)  -0.6114
Cl (-1.498, 1.962, 7.723)  0.6793
C (-0.691, 2.086, 5.122)  -0.1827
C (-0.570, 3.498, 5.162)  -0.0265
C (-0.189, 4.161, 4.024)  -0.0637
C (0.099, 3.455, 2.851)  -0.1391
N (0.047, 2.117, 2.785)  -0.0352
C (-0.368, 1.447, 3.910)  -0.1807
C (-0.480, 0.046, 3.722)  -0.4417
O (-0.179, -0.424, 2.537)  -0.2606
H (-1.611, -0.709, 6.833)  0.1061
H (-0.760, 4.034, 6.081)  0.0949
H (-0.093, 5.240, 4.023)  0.1120
H (0.425, 3.967, 1.954)  0.1153
C (1.872, -0.648, -3.400)  -0.0508
N (2.282, -1.518, -2.311)  -0.1589
C (3.485, -2.274, -2.633)  -0.0518
C (1.940, -1.281, -0.984)  -0.3845
N (1.549, -0.118, -0.530)  0.0439
C (2.062, 1.068, -1.103)  -0.3028
C (3.402, 1.121, -1.415)  -0.0783
C (4.012, 2.276, -1.917)  -0.0592
C (3.268, 3.401, -2.103)  -0.0348
C (1.894, 3.421, -1.770)  -0.1471
C (1.169, 4.611, -2.004)  -0.0419
C (-0.158, 4.684, -1.702)  -0.0663
C (-0.797, 3.577, -1.130)  -0.0312
C (-0.144, 2.386, -0.889)  -0.2386
N (-0.842, 1.393, -0.170)  0.0372
C (-2.093, 1.149, -0.508)  -0.4062
N (-3.040, 0.866, 0.399)  -0.1231
C (-2.900, 1.224, 1.803)  -0.0059
C (-4.200, 0.042, 0.107)  -0.0805
N (-2.495, 1.187, -1.820)  -0.1475
C (-1.555, 0.833, -2.858)  -0.0467
C (-3.691, 1.880, -2.247)  -0.0530
C (1.253, 2.256, -1.231)  -0.0453
N (2.019, -2.355, -0.171)  -0.1251
C (1.810, -3.724, -0.614)  -0.0668
C (2.061, -2.207, 1.282)  -0.0622
H (2.667, 0.046, -3.687)  0.0943
H (1.006, -0.054, -3.126)  0.0690
H (1.625, -1.262, -4.271)  0.0825
H (4.241, -1.597, -3.044)  0.0919
H (3.276, -3.046, -3.379)  0.0929
H (3.897, -2.744, -1.746)  0.0883
H (4.002, 0.239, -1.220)  0.1226
H (5.071, 2.268, -2.142)  0.1108
H (3.714, 4.308, -2.494)  0.1124
H (1.696, 5.461, -2.418)  0.1115
H (-0.715, 5.597, -1.873)  0.1074
H (-1.828, 3.662, -0.806)  0.1200
H (-2.685, 0.339, 2.405)  0.0955
H (-3.833, 1.670, 2.152)  0.1022
H (-2.093, 1.936, 1.923)  0.0740
H (-4.117, -0.403, -0.880)  0.0753
H (-5.121, 0.629, 0.172)  0.0922
H (-4.247, -0.766, 0.837)  0.0748
H (-0.820, 0.163, -2.419)  0.0599
H (-1.043, 1.703, -3.287)  0.0990
H (-2.081, 0.304, -3.657)  0.0981
H (-4.245, 2.245, -1.386)  0.0889
H (-4.345, 1.229, -2.835)  0.0911
H (-3.417, 2.742, -2.864)  0.0930
H (1.574, -3.772, -1.672)  0.0735
H (0.978, -4.152, -0.053)  0.0771
H (2.701, -4.333, -0.433)  0.0938
H (2.481, -1.243, 1.557)  0.0092
H (2.709, -2.991, 1.682)  0.0975
H (1.070, -2.302, 1.727)  0.0592
C (-4.076, -3.905, -1.423)  -0.0288
N (-2.882, -3.515, -2.146)  -0.0742
C (-1.820, -2.860, -1.600)  -0.7178
Se (-1.585, -2.283, 0.112)  0.7928
N (-0.927, -2.698, -2.615)  0.1222
C (-1.407, -3.234, -3.804)  -0.1752
C (-0.880, -3.313, -5.080)  -0.0111
C (-1.658, -3.935, -6.049)  -0.0868
C (-2.915, -4.456, -5.745)  -0.0856
C (-3.441, -4.374, -4.462)  -0.0058
C (-2.663, -3.755, -3.501)  -0.1609
H (-3.944, -3.622, -0.382)  0.0432
H (-4.220, -4.983, -1.489)  0.0985
H (-4.949, -3.398, -1.835)  0.0975
H (-0.020, -2.285, -2.456)  0.1050
H (0.096, -2.909, -5.316)  0.1013
H (-1.279, -4.017, -7.059)  0.1042
H (-3.493, -4.934, -6.525)  0.1042
H (-4.417, -4.779, -4.226)  0.1127
C (4.316, -1.299, 4.091)  -0.3796
S (2.616, -0.854, 4.538)  0.8393
C (2.804, 0.890, 4.614)  -0.9836
C (2.999, 1.705, 3.557)  -1.0902
S (3.063, 1.311, 1.863)  0.6227
S (3.269, 3.387, 3.975)  0.9021
C (3.071, 3.268, 5.695)  -1.5070
S (3.087, 4.564, 6.701)  0.5085
S (2.815, 1.639, 6.202)  0.9097
H (4.357, -2.387, 4.030)  0.0322
H (5.013, -0.954, 4.852)  0.0397
H (4.566, -0.866, 3.123)  0.0124

Cartesian forces (eV/Å) of the 3 atoms listed first:
Ti 0.88 0.19 -0.18
Cl -0.03 -0.04 0.05
C 0.29 0.16 -0.16

Results
Spin multiplicity ... 3
Kohn-Sham gap (spin up / spin down) ... 5.01 / 6.88 eV
HOMO energy (spin up / spin down) ... -4.9 / -6.8 eV
Energy ... -8319.7827 Eh
⟨S²⟩ ... 2.0380